[1]
Entry from OMol25: C23H20ClCrNO2P as an isolated structure (the ωB97M-V functional and the def2-TZVPD basis).

Frontier orbital gap (alpha / beta) in eV: 6.0 / 6.7
HOMO (alpha / beta) in eV: -7.1 / -7.1
Max |F| in eV/Å: 3.02

```
! RIJCOSX wB97M-V def2-TZVPD def2/J DEFGRID3
* xyz 0 4
C -1.0856 -1.2411 1.4150
C -0.9553 -1.9565 0.1771
C 0.4480 -2.2446 -0.0310
H -1.7782 -2.3080 -0.4379
C 1.1746 -1.7227 1.0937
C 0.2289 -1.0759 1.9757
H 0.4521 -0.6104 2.9297
H -2.0178 -1.0009 1.9155
H 0.8711 -2.8217 -0.8537
H 2.2435 -1.8362 1.2764
Cr 0.2105 -0.1027 0.0173
Cl 1.9512 1.3905 0.2615
P 0.0147 0.3413 -2.3382
C 1.2352 -0.7473 -3.1474
C 0.9357 -1.4686 -4.3134
H -0.0720 -1.4509 -4.7261
C 1.9342 -2.2080 -4.9520
H 1.6924 -2.7580 -5.8618
C 3.2330 -2.2285 -4.4369
H 4.0151 -2.7944 -4.9472
C 3.5322 -1.5138 -3.2721
H 4.5466 -1.5189 -2.8724
C 2.5382 -0.7847 -2.6198
H 2.7624 -0.2226 -1.7089
C -1.6040 -0.1282 -3.0364
C -2.0319 -1.4678 -2.9765
H -1.3614 -2.2466 -2.6053
C -3.3151 -1.8144 -3.4036
H -3.6449 -2.8515 -3.3254
C -4.1652 -0.8423 -3.9414
H -5.1574 -1.1203 -4.3020
C -3.7371 0.4871 -4.0210
H -4.3886 1.2496 -4.4489
C -2.4737 0.8496 -3.5501
H -2.1532 1.8915 -3.5859
C 0.3648 1.9902 -3.0128
C 0.8882 2.1353 -4.3083
H 1.1458 1.2524 -4.8965
C 1.0733 3.4134 -4.8393
H 1.4637 3.5200 -5.8518
C 0.7619 4.5457 -4.0796
H 0.9103 5.5427 -4.4978
C 0.2587 4.3984 -2.7820
H 0.0127 5.2740 -2.1828
C 0.0615 3.1286 -2.2473
H -0.3262 3.0090 -1.2339
O -2.6684 2.5459 1.9931
N -1.9494 1.7309 1.4280
O -1.7753 1.7647 0.1684
*
```

[2]
Entry from OMol25: C5H6N2O as an isolated structure (the ωB97M-V functional and the def2-TZVPD basis).

Frontier orbital gap in eV: 10.0
HOMO in eV: -9.1
Max |F| in eV/Å: 3.73
Energy relative to the best compared isomer or geometry (same formula, charge and spin) in eV: 1.511

```
! RIJCOSX wB97M-V def2-TZVPD def2/J DEFGRID3
* xyz 0 1
C 0.0654 -1.5673 -0.2689
C 1.5290 0.8310 -1.4042
C -0.7709 -0.4000 0.2510
C 1.8110 -0.1621 -0.2468
C 0.1319 0.7851 0.3419
N 1.2990 -1.4145 -0.4546
N 0.4306 1.4348 -0.9145
O 2.1101 0.9886 -2.4416
H -0.4030 -2.5137 -0.4927
H -1.5629 -0.2624 -0.4929
H -1.2345 -0.6567 1.2037
H 2.7314 -0.0802 0.3115
H 0.1446 1.3973 1.2302
H -0.1651 2.0950 -1.3961
*
```

[3]
Entry from OMol25: C34H82F6LiN7O20S2 as an isolated structure (the ωB97M-V functional and the def2-TZVPD basis).

Frontier orbital gap in eV: 7.2
HOMO in eV: -7.4
Max |F| in eV/Å: 3.25
Energy relative to the best compared isomer or geometry (same formula, charge and spin) in eV: 0.000

```
! RIJCOSX wB97M-V def2-TZVPD def2/J DEFGRID3
* xyz 0 1
Li 2.6563 -0.9345 3.1598
C 1.5176 -1.9659 -0.4293
F 2.2644 -1.4899 -1.4222
F 0.4623 -2.5672 -0.9225
F 2.3140 -2.7897 0.2544
S 0.9093 -0.5965 0.6751
O 0.1155 0.3144 -0.1018
O 0.0684 -1.2711 1.6506
N 2.2742 0.0121 1.4910
S 2.5916 1.3698 0.7719
O 2.7200 1.1555 -0.6539
O 1.7324 2.4309 1.2050
C 4.3294 1.8104 1.3971
F 4.7291 2.9074 0.7933
F 4.2972 2.0021 2.7105
F 5.1691 0.8056 1.1539
C 0.9514 -6.9605 -3.8636
C 1.4922 -6.6346 -2.4814
O 1.9321 -5.2804 -2.5042
O 2.1044 -7.1414 -4.7040
H 0.2696 -6.1841 -4.2045
H 0.4300 -7.9170 -3.8188
H 2.1779 -7.4060 -2.1219
H 0.6553 -6.6876 -1.7643
H 2.1482 -5.0761 -1.5882
H 2.2157 -6.3597 -5.2513
C 2.7605 1.0125 -4.4964
C 3.0952 0.4410 -5.8738
O 4.0017 -0.6491 -5.8536
O 1.6950 0.3554 -3.8355
H 2.5416 2.0778 -4.5977
H 3.6623 0.8327 -3.9035
H 3.5643 1.2956 -6.3696
H 2.2379 0.1485 -6.4851
H 3.5027 -1.4668 -5.9007
H 1.8841 0.1866 -2.9106
C 1.4894 -5.7184 2.2758
C 2.2419 -5.6527 3.6108
O 3.6118 -5.8595 3.3845
O 0.0746 -5.7050 2.3399
H 1.6963 -6.6818 1.7859
H 1.8707 -4.9110 1.6403
H 1.8491 -6.2775 4.4215
H 2.0846 -4.6810 4.0877
H 3.7597 -6.7730 3.1226
H -0.3135 -5.8985 1.4864
C 1.9847 -0.3798 5.7300
C 0.8393 -1.2561 5.2306
O 1.3191 -1.9960 4.0892
O 2.3356 0.5890 4.7610
H 2.8617 -1.0247 5.8805
H 1.7255 0.0367 6.7053
H -0.0472 -0.6661 4.9815
H 0.4969 -2.0097 5.9446
H 0.6296 -2.6210 3.8463
H 2.6328 1.3676 5.2687
C 4.5554 2.5930 5.7848
C 5.1916 2.2788 7.1713
O 4.3022 1.6504 8.0452
O 3.1716 2.9628 5.9441
H 4.6471 1.6668 5.2268
H 5.0938 3.4072 5.3045
H 5.6630 3.2190 7.4875
H 6.0213 1.5845 7.0277
H 3.5099 2.1974 8.1150
H 3.1585 3.8895 6.2037
C -3.1489 -0.6286 1.8734
C -4.1110 0.5569 1.6288
O -5.2420 0.4536 2.4851
O -2.2413 -0.4251 2.9546
H -2.6432 -0.9150 0.9482
H -3.8298 -1.4319 2.1822
H -4.3947 0.6586 0.5777
H -3.6672 1.5237 1.8762
H -5.8122 -0.2564 2.1760
H -1.5318 -1.0448 2.7245
C 5.3792 -2.1531 2.2933
O 4.4045 -1.9769 3.0394
N 6.6219 -2.4051 2.7896
N 5.2481 -2.4729 0.9726
H 7.3630 -2.5676 2.1362
H 6.8116 -2.1550 3.7431
H 4.3307 -2.5240 0.5888
H 6.0779 -2.4521 0.4120
C -1.2497 2.7957 4.2125
O -1.0309 3.9522 4.5670
N -0.2694 1.9307 3.8165
N -2.4979 2.2361 4.2018
H 0.6706 2.2818 3.7955
H -0.4477 1.0093 3.4671
H -2.5587 1.3980 3.6445
H -3.2965 2.7852 4.4511
C -1.5936 -1.6048 -5.0690
C -2.0520 -2.2275 -3.7328
C -1.9095 -1.1772 -2.6218
C -2.9378 -0.0951 -2.6165
C -4.3444 -0.7614 -2.6795
C -4.5862 -1.8457 -3.7517
N -3.4142 -2.7437 -3.7990
O -3.5650 -3.8744 -4.6304
C -5.7900 -2.6419 -3.2651
C -4.8818 -1.1980 -5.1303
C -1.0522 -3.3648 -3.4433
H -0.5226 -1.3933 -5.0440
H -2.0187 -0.6362 -5.3399
H -1.8553 -2.2992 -5.8724
H -1.5993 -1.6501 -1.6805
H -0.8917 -0.7694 -2.7455
H -2.8309 0.4114 -3.5832
H -2.9343 0.6801 -1.8547
H -5.0231 0.0519 -2.9527
H -4.5440 -1.1062 -1.6648
H -6.6879 -2.0211 -3.3897
H -6.0796 -3.4260 -3.9708
H -5.7706 -2.9556 -2.2268
H -5.0286 -1.9107 -5.9437
H -5.8958 -0.8007 -5.0058
H -4.2582 -0.3443 -5.3796
H -1.2845 -3.9994 -2.5895
H -0.0913 -2.9031 -3.2151
H -0.9410 -3.9069 -4.3821
H -3.6447 -3.4595 -5.5099
C -4.4095 6.2251 -0.3340
C -2.9512 5.8020 -0.3294
C -2.7908 4.5602 0.5561
C -1.5078 3.7807 0.4132
C -1.1926 3.5275 -1.0647
C -1.3374 4.7221 -1.9773
N -2.5255 5.5346 -1.7097
O -2.8061 6.5604 -2.6014
C -0.0594 5.5948 -1.8645
C -1.3780 4.2611 -3.4500
C -2.1858 7.0106 0.2767
H -4.6373 7.0372 -1.0230
H -4.6991 6.5427 0.6696
H -5.1118 5.4219 -0.5852
H -2.7725 4.9104 1.5956
H -3.6708 3.9152 0.4815
H -1.4380 2.8439 0.9658
H -0.6610 4.3868 0.7548
H -1.8386 2.7532 -1.4975
H -0.1803 3.1200 -1.0385
H -0.0570 6.3548 -2.6520
H 0.0738 6.1581 -0.9422
H 0.8469 5.0009 -2.0074
H -2.2591 3.6363 -3.5872
H -1.3383 5.1868 -4.0251
H -0.4545 3.7474 -3.7193
H -1.2382 6.6215 0.6511
H -2.6994 7.4388 1.1385
H -2.0885 7.8101 -0.4558
H -3.4681 6.2233 -3.2146
*
```

[4]
Entry from OMol25: a 4-piece molecular cluster, C32H75BClN4O10Si overall (the ωB97M-V functional and the def2-TZVPD basis).

Frontier orbital gap in eV: 5.9
HOMO in eV: -10.0
Max |F| in eV/Å: 9.55

```
! RIJCOSX wB97M-V def2-TZVPD def2/J DEFGRID3
* xyz 1 1
C -0.3643 -2.2862 6.8576
C -0.1023 -3.1469 5.4722
O 0.5791 -2.3653 4.4228
B -0.3927 -1.9688 3.3509
O -0.9535 -3.0701 2.5441
C -0.7334 -0.3451 3.1068
C -1.8758 -0.1368 1.9553
C -3.3049 0.4695 2.4767
O -4.0272 -0.3682 3.4467
Si -5.1246 0.5731 4.4538
C -5.7707 2.2000 3.6453
C -6.7249 -0.5018 4.8309
C -4.3626 0.9760 6.2182
C 0.6811 0.3142 2.5594
C 1.0372 1.7773 3.2671
N -0.2367 2.5835 3.3898
C -0.0516 4.0830 3.4203
C 0.5914 4.6858 4.8003
O 1.8877 4.8364 5.0836
Cl -0.6544 5.2725 6.0956
C -1.0232 2.0043 4.5436
C -1.0574 0.3367 4.5587
H -0.3318 -3.0093 7.8020
H 0.4035 -1.3896 7.0043
H -1.4722 -1.8724 6.7864
H -1.1832 -3.4989 5.1097
H 0.5818 -4.0828 5.7292
H -1.8783 -3.2961 2.8852
H -2.1184 -1.0879 1.3105
H -1.4352 0.6644 1.1875
H -4.0077 0.5312 1.5127
H -3.1754 1.6022 2.8193
H -4.9092 2.8966 3.2016
H -6.5486 2.0307 2.7841
H -6.3109 2.8416 4.4731
H -7.5311 0.1292 5.4366
H -7.2507 -0.7973 3.8103
H -6.4805 -1.4460 5.4775
H -5.1986 1.2045 7.0188
H -3.7641 -0.0080 6.5233
H -3.5566 1.8404 6.1299
H 1.5480 -0.4407 2.8700
H 0.7306 0.3879 1.3839
H 1.6102 1.6320 4.3045
H 1.7696 2.3587 2.5549
H -0.8020 2.3765 2.5116
H -1.0790 4.5988 3.1686
H 0.7206 4.3425 2.5490
H -0.5930 2.2994 5.6171
H -2.1331 2.4440 4.5404
H -2.0268 -0.0894 5.0968
H -0.1559 0.0299 5.2789
C -3.9782 -0.7570 -5.6750
O -3.6547 -1.9387 -4.9566
C -2.3195 -2.4125 -5.1936
C -1.4157 -2.1534 -3.9770
N -1.1335 -0.7274 -3.8020
C -0.5720 -0.3742 -2.4929
C -1.3801 -0.7428 -1.2304
O -2.5812 0.0132 -1.0580
C -3.6775 -0.4334 -1.8421
H -5.0620 -0.6228 -5.6340
H -3.5137 0.1195 -5.2188
H -3.6799 -0.8308 -6.7288
H -1.8909 -1.9938 -6.1130
H -2.3958 -3.4969 -5.3390
H -0.4692 -2.6921 -4.1087
H -1.9236 -2.5718 -3.1046
H -1.9981 -0.1993 -3.9141
H -0.4309 0.7132 -2.4967
H 0.4283 -0.8201 -2.4152
H -0.7531 -0.4948 -0.3656
H -1.5818 -1.8165 -1.1491
H -3.6953 -1.5197 -1.9569
H -3.6654 0.0601 -2.8132
H -4.6022 -0.1261 -1.3428
C 3.1529 6.2298 2.3284
O 2.3899 6.5113 1.1641
C 2.6382 7.8133 0.6106
C 3.4563 7.7164 -0.6877
N 4.8366 7.3004 -0.4320
C 5.5712 6.8623 -1.6245
C 4.9875 5.6974 -2.4523
O 5.0409 4.4263 -1.8000
C 4.0136 4.2098 -0.8440
H 2.7205 5.3497 2.8110
H 4.1886 5.9978 2.0726
H 3.1230 7.0634 3.0420
H 3.1101 8.4868 1.3373
H 1.6576 8.2395 0.3666
H 3.4634 8.6945 -1.1843
H 2.9389 7.0099 -1.3413
H 4.8347 6.5223 0.2265
H 6.5706 6.5659 -1.2844
H 5.7084 7.7300 -2.2831
H 5.6156 5.5932 -3.3451
H 3.9777 5.9005 -2.8252
H 3.0645 4.6633 -1.1392
H 4.3316 4.5736 0.1322
H 3.8616 3.1299 -0.7448
C 2.4575 -7.8092 -7.7187
O 1.7321 -8.1012 -6.5332
C 2.5380 -8.6641 -5.4857
C 2.7780 -7.6427 -4.3618
N 3.6672 -6.5610 -4.7896
C 3.6717 -5.3906 -3.9043
C 2.3305 -4.6747 -3.6367
O 1.8010 -3.9745 -4.7650
C 1.1289 -4.7965 -5.7077
H 1.7366 -7.6331 -8.5210
H 3.0558 -6.9038 -7.6001
H 3.1032 -8.6466 -8.0135
H 3.4811 -9.0754 -5.8674
H 1.9662 -9.5027 -5.0702
H 3.2241 -8.1527 -3.4992
H 1.7994 -7.2617 -4.0597
H 3.3832 -6.2409 -5.7148
H 4.3583 -4.6626 -4.3525
H 4.1122 -5.6870 -2.9433
H 2.5244 -3.9046 -2.8805
H 1.5732 -5.3335 -3.1979
H 0.5841 -5.6168 -5.2347
H 1.8377 -5.1737 -6.4440
H 0.4094 -4.1751 -6.2510
*
```

[5]
Entry from OMol25: a 4-piece molecular cluster, C19H37BrF2N8O9P overall (the ωB97M-V functional and the def2-TZVPD basis).

Frontier orbital gap in eV: 7.8
HOMO in eV: -11.0
Max |F| in eV/Å: 1.56
Energy relative to the best compared isomer or geometry (same formula, charge and spin) in eV: 0.000

```
! RIJCOSX wB97M-V def2-TZVPD def2/J DEFGRID3
* xyz 1 1
C -3.3719 -3.5927 -0.2410
C -2.5828 -4.4345 0.7465
O -3.4069 -4.9497 1.7951
C -1.4373 -3.6114 1.3543
N -0.1006 -3.8799 0.7785
C 0.3145 -5.1434 0.1885
C 1.0923 -6.0643 1.1672
C 0.4340 -7.4226 1.3558
Br 2.9125 -6.3164 0.4636
C 0.8008 -2.9240 0.8464
N 0.5823 -1.6667 1.3220
C 1.7280 -1.0415 1.2017
P 2.0479 0.6948 1.7048
O 2.9161 0.6792 2.8746
O 0.6225 1.3150 1.8977
O 2.5970 1.4589 0.4329
N 2.6702 -1.8410 0.6737
N 3.9806 -1.5239 0.4244
C 4.9069 -2.3684 1.1585
O 4.9439 -2.4597 2.3171
F 5.6830 -3.0137 0.2807
C 4.2786 -1.3569 -0.9822
O 4.9822 -0.5290 -1.4026
F 3.6076 -2.2417 -1.7269
N 2.0820 -3.0700 0.4496
H -4.3854 -3.9803 -0.3431
H -3.4241 -2.5451 0.0637
H -2.8989 -3.6182 -1.2227
H -2.2316 -5.3272 0.2386
H -3.7475 -4.2158 2.3195
H -1.6358 -2.5515 1.1987
H -1.4024 -3.7769 2.4347
H -0.5315 -5.6762 -0.2274
H 0.9524 -4.9165 -0.6685
H 1.1997 -5.5572 2.1256
H -0.3938 -7.3446 2.0629
H 0.0902 -7.8229 0.4003
H 1.1431 -8.1437 1.7641
H 0.2604 1.7424 1.0953
H 3.2981 0.9969 -0.0449
H 2.5887 -3.8740 0.0852
C 0.9662 4.4493 -0.6704
O 0.4017 3.4032 -0.3710
N 1.0520 5.5181 0.1218
C 1.7377 6.7264 -0.2920
C 0.4381 5.4708 1.4468
H 1.4624 4.5853 -1.6449
H 2.5633 6.9483 0.3857
H 1.0502 7.5733 -0.2920
H 2.1351 6.5984 -1.2971
H 0.8865 4.6664 2.0320
H -0.6345 5.3026 1.3663
H 0.6085 6.4199 1.9467
C -3.5068 6.9013 1.2073
O -2.5801 6.1752 1.5264
N -4.4086 6.6009 0.2585
C -5.4951 7.4960 -0.0877
C -4.2805 5.3314 -0.4376
H -3.6795 7.8801 1.6824
H -6.4595 7.0153 0.0843
H -5.4336 7.7890 -1.1371
H -5.4384 8.3913 0.5276
H -4.3395 4.5026 0.2680
H -3.3181 5.2694 -0.9464
H -5.0824 5.2452 -1.1664
C -0.1336 -2.3187 -2.7937
O -0.7753 -2.5687 -1.7836
N 0.7539 -1.3187 -2.9060
C 1.4786 -1.0646 -4.1397
C 0.9856 -0.4562 -1.7607
H -0.2498 -2.9028 -3.7197
H 2.5546 -1.1456 -3.9768
H 1.2553 -0.0657 -4.5153
H 1.1838 -1.7935 -4.8910
H 1.3521 -1.0460 -0.9160
H 0.0640 0.0346 -1.4480
H 1.7204 0.3006 -2.0236
*
```

[6]
Entry from OMol25: a 2-piece molecular cluster, C10H16O overall (the ωB97M-V functional and the def2-TZVPD basis).

SMILES: Cc1ccccc1.CC(C)O
Frontier orbital gap in eV: 10.0
HOMO in eV: -9.1
Max |F| in eV/Å: 1.74
Energy relative to the best compared isomer or geometry (same formula, charge and spin) in eV: 1.227

```
! RIJCOSX wB97M-V def2-TZVPD def2/J DEFGRID3
* xyz 0 1
C -2.2937 -0.1526 2.1859
C -0.8987 -0.7227 2.2678
C -0.6511 -2.0454 2.6079
C 0.5767 -2.6635 2.4251
C 1.6503 -1.9113 1.9790
C 1.4314 -0.5688 1.7119
C 0.1905 0.0299 1.8373
H -2.6645 0.1115 3.1767
H -2.9720 -0.8915 1.7653
H -2.2950 0.6964 1.5132
H -1.4286 -2.6625 3.0492
H 0.6436 -3.7266 2.6233
H 2.6262 -2.3721 1.8835
H 2.2413 -0.0286 1.2382
H 0.1076 1.0948 1.6447
C -0.9446 1.8816 -2.6522
C 0.5635 1.7268 -2.7966
C 1.1319 0.5137 -2.0229
O 1.0220 1.7604 -4.1481
H -1.2259 1.6890 -1.6132
H -1.5218 1.1360 -3.2175
H -1.2733 2.8801 -2.9047
H 0.9878 2.6346 -2.3951
H 0.4493 -0.0138 -1.3605
H 1.6222 -0.1863 -2.7157
H 2.0462 0.8995 -1.5491
H 0.8784 0.8914 -4.5334
*
```